No. 1
Computed, not measured: C24H43BiCl2N4O4SSi as an isolated structure, with ωB97M-V with the def2-TZVPD basis set.

```
80
Properties=species:S:1:pos:R:3:forces:R:3
C -1.7449 -0.5996 -6.0512 0.07 0.04 -0.43
C -1.1222 -1.4609 -5.0005 0.28 -0.60 0.45
H -1.7221 -1.1249 -7.0135 -0.11 0.33 0.10
H -1.2358 0.3680 -6.1566 -0.08 -0.20 0.12
H -2.7922 -0.3900 -5.7881 0.23 -0.02 -0.05
C -0.5876 -2.6591 -5.2954 -0.49 0.53 0.04
C -0.4681 -3.2398 -6.6759 0.15 -0.51 -0.32
H -0.2596 -3.3419 -4.5178 -0.02 0.32 0.06
H 0.1596 -2.6469 -7.3580 -0.18 -0.08 0.20
H -1.4354 -3.4041 -7.1745 0.17 0.15 0.15
H -0.0043 -4.2314 -6.5796 -0.05 0.21 -0.23
Bi 0.4228 0.9287 1.4637 -0.13 0.16 -0.69
Cl 1.0478 2.7401 -1.3633 0.14 -0.18 0.37
C -0.2124 -1.7442 2.7893 1.53 0.09 -0.49
O 0.7942 -0.9764 2.5268 -1.15 -1.01 0.48
N -0.0472 -3.0473 2.8869 -0.26 0.48 -0.04
C 1.2546 -3.6758 2.6642 0.06 -0.19 -0.10
C -1.1736 -3.9500 3.1199 -0.05 -0.10 0.01
H -1.2053 -1.3124 2.9132 -0.04 -0.17 0.06
H 2.0570 -2.9790 2.9151 -0.19 -0.15 -0.09
H 1.3482 -4.0042 1.6164 -0.07 0.24 0.29
H 1.3030 -4.5640 3.3044 0.08 0.25 -0.10
H -2.0607 -3.3684 3.3830 0.14 -0.14 -0.08
H -0.9141 -4.6279 3.9431 -0.14 0.21 -0.14
H -1.3760 -4.5546 2.2216 0.09 0.32 0.26
H 0.1060 2.1454 5.9284 0.25 0.20 -0.08
H -1.4479 4.6160 5.0901 0.38 0.08 0.05
C 0.8891 2.8982 5.7542 -0.04 -0.09 0.06
C -0.3957 4.9377 5.0746 -0.16 0.11 -0.10
N 0.4831 3.8325 4.7133 0.02 -0.05 -0.59
H 1.8246 2.4128 5.4614 -0.24 0.12 0.09
C 0.7939 3.6068 3.4396 0.81 -1.31 0.36
O 1.4637 2.5945 3.0668 -0.96 1.62 0.38
H -0.2723 5.7378 4.3354 -0.06 -0.08 0.29
H 0.4257 4.3673 2.7329 0.14 -0.19 0.08
H 1.0208 3.4787 6.6698 0.11 -0.18 -0.05
H -0.1140 5.2860 6.0730 -0.05 0.11 -0.27
H 1.8032 0.9196 -3.5084 0.23 -0.17 0.14
H 2.5585 -1.9911 -4.2804 0.15 0.06 0.21
C 2.8003 0.6101 -3.1614 -0.30 0.31 -0.22
C 3.2373 -1.8075 -3.4330 -0.28 0.11 0.15
N 2.7252 -0.7252 -2.5910 0.46 -0.34 0.91
H 3.1648 1.3276 -2.4208 -0.04 -0.20 -0.13
C 2.3525 -0.9271 -1.3099 0.20 0.68 -0.35
O 2.0454 -0.0155 -0.5160 0.06 -0.74 -0.20
H 3.3315 -2.7246 -2.8416 0.01 0.14 -0.15
H 2.3577 -1.9880 -0.9973 0.06 0.36 -0.12
H 3.4804 0.5579 -4.0168 -0.05 0.13 0.17
H 4.2172 -1.5192 -3.8380 -0.20 -0.16 0.21
O -0.3486 0.2441 -3.4289 0.91 -3.02 -0.14
C -1.2041 -0.8637 -3.5896 0.30 0.67 0.42
C 0.1482 -2.5821 -2.3262 0.05 -0.54 0.08
C -1.0599 -1.9238 -2.4968 -0.19 0.22 -0.54
H 0.9715 -2.2678 -2.9645 -0.35 -0.23 0.34
C 0.2570 -3.6748 -1.4573 -0.13 0.39 -0.06
H -2.2268 -0.4677 -3.4807 -0.33 -0.15 -0.09
C -2.1577 -2.3102 -1.7325 0.00 -0.13 -0.02
H 1.2011 -4.2161 -1.3859 -0.18 0.02 0.02
C -0.8488 -4.0667 -0.6987 0.01 0.19 0.02
C -2.0477 -3.3558 -0.8184 -0.02 -0.10 0.05
H -3.1039 -1.7782 -1.8781 0.30 -0.23 0.17
H -0.7797 -4.9299 -0.0308 -0.02 0.24 -0.19
H -2.9057 -3.6217 -0.1966 0.20 -0.02 -0.22
Si -0.2436 3.5453 -2.8361 -1.79 1.03 -0.04
Cl -1.4637 -0.0969 0.3681 -0.20 -0.22 -0.53
C 0.8661 4.5121 -3.9945 0.31 -0.09 -0.14
C -1.0918 4.8495 -1.7349 0.24 0.06 0.03
C -1.4783 2.4132 -3.5689 -0.06 1.00 0.03
H 1.6733 3.8998 -4.4144 -0.13 0.12 -0.02
H 1.3229 5.3612 -3.4653 -0.10 -0.26 -0.09
H 0.2667 4.9136 -4.8235 0.11 -0.13 0.16
H -0.9556 1.2509 -3.5609 -0.08 0.51 0.06
H -1.7369 2.6497 -4.6071 0.07 0.18 0.13
H -2.3867 2.3320 -2.9611 0.09 0.22 -0.01
H -1.6043 4.3463 -0.9034 -0.02 0.10 -0.19
H -1.8305 5.4252 -2.3103 0.11 -0.17 0.13
H -0.3676 5.5557 -1.3004 -0.14 -0.15 -0.09
S -2.5903 2.1887 5.2412 -0.57 0.13 0.68
C -1.8427 1.6619 3.9500 1.17 -0.89 -2.18
N -1.3084 1.2414 2.9627 -0.06 0.76 1.56
```
Positions in Å, forces in eV/Å.

Computed properties:
* orbital gap: 0.1995 hartree
* E_LUMO: -0.4859 eV
* energy relative to the best compared isomer or geometry (same formula, charge and spin): 3.291 eV


No. 2
Computed, not measured: C24H43Cl2InN4O4SeSi as an isolated structure, with ωB97M-V with the def2-TZVPD basis set.

```
80
Properties=species:S:1:pos:R:3:forces:R:3
C 3.2150 2.3325 -1.7866 0.17 -0.22 -0.19
C 2.5670 3.1521 -0.7217 -0.27 1.35 0.39
H 3.4039 2.9226 -2.6891 0.07 -0.27 0.15
H 2.5914 1.4623 -2.0424 0.19 0.33 0.10
H 4.1718 1.9386 -1.4063 -0.18 0.07 -0.22
C 2.4716 4.4971 -0.7417 0.14 -0.90 -0.01
C 3.0132 5.4032 -1.8013 0.06 0.46 -0.34
H 1.9677 5.0081 0.0801 0.14 -0.17 -0.05
H 3.4352 4.8882 -2.6753 -0.15 0.11 0.35
H 3.7987 6.0626 -1.3981 -0.18 -0.20 -0.07
H 2.2216 6.0755 -2.1677 0.17 -0.12 0.04
In -0.0713 -0.2397 -0.1209 0.12 1.00 0.61
Cl 1.6513 -0.9975 -1.6960 -0.51 -0.18 0.35
C -0.5868 0.9390 2.7958 -0.27 0.01 -0.54
O -1.2084 0.8045 1.7097 0.60 0.04 1.01
N -1.1662 1.2620 3.9585 0.10 -0.09 -0.28
C -2.6098 1.4631 4.0676 0.27 0.05 0.14
C -0.3737 1.4590 5.1702 -0.06 -0.04 -0.22
H 0.5178 0.8016 2.8632 -0.74 0.04 -0.04
H -3.0915 1.1182 3.1535 0.07 0.02 0.12
H -2.8234 2.5291 4.2326 0.01 -0.22 -0.08
H -2.9781 0.8953 4.9319 0.03 0.08 -0.26
H 0.6689 1.2218 4.9563 -0.07 0.03 0.05
H -0.7366 0.8089 5.9722 0.02 0.00 -0.15
H -0.4291 2.4987 5.5088 -0.03 -0.10 -0.11
H -2.8440 -4.8600 1.0530 -0.06 0.10 -0.21
H -0.7164 -6.0596 0.4973 -0.01 0.15 -0.05
C -2.7938 -4.3275 0.0984 0.02 -0.11 -0.01
C -0.6244 -5.4620 -0.4122 0.04 0.21 -0.15
N -1.3899 -4.2243 -0.2919 -0.07 -0.10 -0.29
H -3.2092 -3.3267 0.2292 0.11 -0.22 -0.07
C -0.8417 -3.0787 -0.6463 -0.27 1.12 0.30
O -1.4564 -1.9637 -0.6157 1.07 -0.97 -0.07
H 0.4219 -5.1931 -0.5699 -0.08 -0.18 0.06
H 0.2285 -3.1273 -0.9401 -0.55 0.04 0.11
H -3.3432 -4.8846 -0.6731 0.08 0.16 0.15
H -0.9690 -6.0541 -1.2684 -0.02 0.08 0.16
H 0.4540 2.7945 -2.8571 -0.23 -0.21 0.09
H -0.5061 4.7662 -1.3982 -0.21 -0.26 -0.03
C -0.5784 2.4431 -2.9903 0.17 0.04 0.11
C -1.4842 4.3532 -1.6905 -0.03 0.02 0.01
N -1.4010 2.9111 -1.8789 -0.54 -0.22 0.31
H -0.6079 1.3504 -3.0202 0.09 0.31 -0.03
C -1.9921 2.0647 -1.0335 1.09 -0.84 -0.43
O -1.8388 0.8072 -1.0823 -0.08 1.25 0.11
H -2.2192 4.5752 -0.9077 0.18 0.00 -0.20
H -2.6276 2.5330 -0.2624 0.19 -0.17 -0.22
H -0.9721 2.8655 -3.9238 0.00 -0.14 0.17
H -1.7872 4.8356 -2.6288 -0.03 -0.12 0.22
O 0.8287 1.7177 -0.2172 -1.31 -0.87 0.17
C 1.9290 2.3162 0.3776 0.11 -0.50 0.13
C 0.4106 3.7878 1.8441 -0.04 0.02 0.19
C 1.6030 3.0805 1.6780 0.44 0.24 -0.45
H -0.3204 3.7875 1.0310 0.16 -0.17 0.32
C 0.1661 4.5039 3.0243 -0.02 -0.03 -0.15
H 2.6742 1.5319 0.6252 0.02 0.27 0.24
C 2.5778 3.1663 2.6781 -0.18 0.10 0.11
H -0.7892 5.0244 3.1557 0.38 -0.15 -0.08
C 1.1354 4.5684 4.0286 -0.02 -0.11 -0.08
C 2.3504 3.9029 3.8439 -0.03 -0.04 -0.05
H 3.5387 2.6719 2.5208 -0.26 0.06 0.10
H 0.9463 5.1390 4.9449 0.09 -0.24 -0.38
H 3.1264 3.9598 4.6104 -0.23 -0.01 -0.22
Si 1.8962 -3.1697 -6.2629 0.28 0.24 -0.14
Cl 2.9393 -1.3812 -6.6738 -0.04 -0.34 -0.30
C 0.1137 -2.7720 -6.6572 0.08 -0.04 0.15
C 2.3332 -3.4159 -4.4700 -0.25 -0.12 -0.19
C 2.4657 -4.6203 -7.3282 0.12 0.17 -0.03
H -0.1838 -1.8456 -6.1590 -0.03 -0.11 -0.02
H -0.5406 -3.5819 -6.3240 -0.05 0.05 -0.02
H -0.0227 -2.6410 -7.7356 0.06 -0.02 0.13
H 2.2638 -4.4489 -8.3951 0.05 0.02 0.27
H 1.9325 -5.5382 -7.0365 0.08 0.26 0.00
H 3.5412 -4.8107 -7.2119 -0.24 0.07 -0.01
H 2.0902 -2.5278 -3.8831 -0.02 -0.09 -0.04
H 3.4066 -3.5990 -4.3827 -0.05 -0.01 0.00
H 1.7968 -4.2717 -4.0609 0.00 -0.10 0.16
Se -2.0359 -2.9119 3.2182 -0.03 -0.01 0.30
C -0.6814 -2.1549 2.3799 2.13 1.21 -1.46
N 0.2235 -1.6285 1.7930 -1.78 -0.79 0.56
```
Positions in Å, forces in eV/Å.

Computed properties:
* orbital gap: 0.3012 hartree
* E_LUMO: 0.3625 eV


No. 3
Computed, not measured: C24H43ClN3O4Y as an isolated structure, with ωB97M-V with the def2-TZVPD basis set.

```
76
Properties=species:S:1:pos:R:3:forces:R:3
O -2.9684 -1.1202 0.9753 -0.63 -1.78 -1.32
C -2.9510 -2.0615 0.1697 2.40 1.09 -0.79
C -2.4331 -3.4491 0.4588 -2.13 0.90 0.59
C -1.7141 -3.6956 1.6357 -0.67 0.41 -0.94
H -1.1209 -2.8668 2.0241 -0.15 -0.39 0.21
C -1.8566 -4.9341 2.2270 0.98 0.58 0.09
H -1.3134 -5.0631 3.1449 0.04 -0.52 0.32
C -2.6329 -5.9190 1.6506 -0.37 0.05 0.17
H -2.7448 -6.8573 2.1708 -0.03 -0.20 -0.09
C -3.3229 -5.6693 0.4713 0.45 -0.23 -0.08
H -3.9207 -6.4388 0.0362 -0.34 -0.44 -0.20
C -3.2244 -4.4436 -0.1542 0.66 0.43 0.19
H -3.7498 -4.2380 -1.0958 0.11 0.02 0.52
H -3.1735 -1.9179 -0.9347 -0.51 -0.01 1.13
C -1.5141 -0.9504 -2.7179 1.25 -0.17 -2.37
C -0.6678 -1.6273 -1.7179 -4.37 -2.44 2.96
H -1.8743 -1.8136 -3.2995 -0.37 0.72 -0.76
H -0.8329 -0.2846 -3.3452 -1.26 -0.53 0.11
H -2.3914 -0.3466 -2.3651 0.92 -0.60 0.04
C -0.2226 -2.8795 -1.6764 -0.18 -0.34 -2.45
C 0.1677 -3.4768 -3.0308 -0.45 -0.62 0.85
H -0.1560 -3.5763 -0.8007 0.69 1.16 -0.50
H -0.3872 -4.4117 -3.1460 0.20 -0.25 -0.41
H 1.2424 -3.6847 -2.9848 -0.14 -0.05 -0.30
H -0.0533 -2.7857 -3.8595 0.21 -0.34 0.35
Y 0.5702 -0.2531 -0.7533 1.12 1.11 3.17
Cl 2.2176 -0.8940 -2.5491 0.88 0.09 -0.83
C 3.2142 1.0739 -0.4485 -3.02 0.55 0.35
O 1.9814 1.3736 -0.2995 2.76 0.56 0.05
N 4.1228 1.9995 -0.4607 0.84 0.86 -0.01
C 3.8164 3.4260 -0.3637 0.63 0.30 -0.09
C 5.5030 1.6170 -0.6428 0.46 -0.08 -0.22
H 3.5390 0.0440 -0.5979 0.05 0.11 0.12
H 2.7638 3.6252 -0.1513 0.26 -0.37 -0.08
H 4.1210 3.9364 -1.2950 -0.27 -0.29 0.21
H 4.4497 3.8602 0.4243 -0.28 -0.15 -0.05
H 5.5691 0.5161 -0.5640 0.15 0.64 -0.07
H 6.1151 2.0944 0.1341 -0.04 -0.23 -0.18
H 5.8617 1.9455 -1.6354 -0.06 -0.19 0.40
H -2.7854 -0.2986 4.8726 -0.03 -0.05 -0.04
H -0.5656 0.4448 5.3587 -0.04 0.02 -0.26
C -2.4184 -0.7598 3.9496 0.00 0.54 0.12
C -0.1570 0.2131 4.3660 0.24 -0.67 -0.31
N -1.2651 -0.0261 3.4401 0.09 0.23 0.93
H -3.1908 -0.7521 3.1822 0.02 -0.12 0.18
C -1.2968 0.4926 2.2039 1.19 -0.10 -1.53
O -0.3179 0.5588 1.4282 -1.66 0.92 1.51
H 0.4543 1.0550 4.0176 -0.16 -0.37 0.01
H -2.2882 0.8781 1.9184 0.11 -0.43 -0.22
H -2.1436 -1.8016 4.1686 -0.01 0.23 -0.16
H 0.4695 -0.6871 4.4597 -0.08 0.35 0.01
H -1.8434 4.4863 -2.7900 -0.01 -0.36 0.02
H -4.0107 4.3950 -1.1900 0.07 -0.35 -0.02
C -2.1318 3.4454 -3.0115 -0.21 0.09 -0.06
C -4.0509 3.3240 -1.4493 -0.22 0.13 0.17
N -2.7398 2.8259 -1.8337 -0.23 0.35 -0.08
H -1.2597 2.8709 -3.3276 -0.18 0.09 0.11
C -2.1087 1.9139 -1.1012 2.18 -0.95 -0.83
O -0.9800 1.4404 -1.4232 -1.93 1.33 0.86
H -4.4203 2.7564 -0.5833 0.10 0.22 -0.30
H -2.6474 1.5661 -0.2087 0.09 -0.02 -0.16
H -2.8816 3.4815 -3.8178 0.29 -0.13 0.23
H -4.7657 3.2170 -2.2793 0.25 -0.09 0.23
C 2.8453 -0.3185 2.7149 -0.01 0.06 0.00
C 2.7603 -1.5124 1.7540 0.23 -0.14 -0.13
C 3.2752 -2.7640 2.4684 0.53 0.05 -0.05
C 1.4052 -1.7290 1.1319 -0.60 0.75 -0.78
H 2.4125 -0.5645 3.6989 0.13 0.02 -0.37
H 2.3255 0.5684 2.3293 0.05 -0.20 0.00
H 3.8943 -0.0527 2.8890 -0.04 0.01 0.08
H 3.4511 -1.3025 0.9164 0.18 -0.17 0.29
H 2.6835 -2.9664 3.3688 -0.02 0.01 -0.10
H 3.2125 -3.6348 1.8064 0.01 0.12 0.14
H 4.3261 -2.6298 2.7682 -0.10 -0.16 0.09
H 1.3691 -2.6804 0.5915 0.05 -0.30 0.34
H 0.6275 -1.6852 1.9065 -0.04 -0.26 -0.01
```
Positions in Å, forces in eV/Å.

Computed properties:
* orbital gap (alpha / beta): 0.2193 / 0.2194 hartree
* E_LUMO (alpha / beta): 0.3113 / 0.3113 eV